(1)
ORCA calculation (the ωB97M-V functional and the def2-TZVPD basis) on C39H41N4O5STi as an isolated structure.

Last column: Mulliken charge in e.
Element x y z (Å)
Ti1 -0.159 -0.831 -0.663  -1.768
O1 0.286 -0.074 1.021  0.483
C1 -0.066 -0.346 2.276  0.178
C2 -0.495 0.690 3.111  0.219
C3 -0.892 0.408 4.403  -0.997
C4 -0.845 -0.893 4.904  -0.982
C5 -0.391 -1.912 4.094  -0.690
C6 -0.016 -1.657 2.770  0.492
C7 0.557 -2.704 1.954  -0.914
N1 0.656 -2.663 0.684  0.718
C8 1.609 -3.573 0.075  -0.832
C9 2.680 -2.645 -0.470  -1.059
N2 2.016 -1.681 -1.342  0.635
C10 2.654 -1.353 -2.396  -1.098
C11 2.191 -0.429 -3.408  1.283
C12 3.079 0.026 -4.389  -0.701
C13 2.662 0.916 -5.356  -0.906
C14 1.332 1.342 -5.356  -0.566
C15 0.429 0.888 -4.416  -1.188
C16 0.848 -0.010 -3.421  0.713
O2 0.000 -0.487 -2.547  0.560
H1 -0.559 1.690 2.704  0.489
H2 -1.260 1.212 5.029  0.461
H3 -1.162 -1.099 5.917  0.398
H4 -0.331 -2.926 4.472  0.495
H5 1.000 -3.545 2.498  0.325
H6 1.136 -4.132 -0.731  -0.091
H7 2.021 -4.278 0.803  0.578
H8 3.464 -3.191 -1.004  0.549
H9 3.132 -2.090 0.357  0.270
H10 3.640 -1.791 -2.581  0.271
H11 4.107 -0.321 -4.369  0.437
H12 3.353 1.277 -6.106  0.430
H13 0.998 2.040 -6.115  0.425
H14 -0.605 1.206 -4.420  0.559
C17 -0.159 -3.385 -3.174  -0.863
O3 -0.559 -2.971 -1.877  0.985
C18 -1.434 -3.764 -1.184  0.286
C19 -1.612 -5.114 -1.412  -0.754
C20 -2.499 -5.820 -0.605  -0.768
C21 -3.183 -5.161 0.403  -0.917
C22 -3.004 -3.799 0.616  -0.682
C23 -2.121 -3.078 -0.182  0.392
N3 -1.879 -1.695 -0.082  1.487
N4 -2.710 -1.143 0.828  -0.895
C24 -2.800 0.193 0.923  -0.736
C25 -2.160 1.111 0.078  0.877
O4 -1.298 0.710 -0.845  0.139
C26 -2.439 2.497 0.173  -0.440
C27 -3.260 2.983 1.146  -1.258
C28 -3.865 2.099 2.089  1.001
C29 -4.668 2.595 3.140  -0.975
C30 -5.230 1.747 4.056  -0.595
C31 -5.006 0.363 3.949  -0.825
C32 -4.236 -0.142 2.934  -0.493
C33 -3.650 0.712 1.979  0.879
H15 -1.024 -3.736 -3.739  0.504
H16 0.586 -4.184 -3.114  0.309
H17 0.269 -2.515 -3.658  -0.076
H18 -1.069 -5.611 -2.205  0.441
H19 -2.649 -6.878 -0.770  0.404
H20 -3.874 -5.704 1.034  0.412
H21 -3.552 -3.280 1.386  0.437
H22 -1.960 3.146 -0.549  0.534
H23 -3.461 4.045 1.220  0.383
H24 -4.826 3.665 3.209  0.415
H25 -5.842 2.139 4.858  0.407
H26 -5.444 -0.309 4.676  0.407
H27 -4.052 -1.205 2.859  0.342
C34 4.265 4.493 -2.803  -1.414
C35 3.738 3.674 -1.632  -0.215
C36 2.563 2.804 -2.049  -0.549
S1 2.017 1.665 -0.762  1.122
O5 3.265 1.063 -0.189  -0.820
C37 1.337 2.861 0.430  -0.242
C38 2.125 2.899 1.729  0.086
C39 1.541 3.932 2.684  -1.508
H28 5.112 5.111 -2.504  0.420
H29 3.498 5.155 -3.209  0.330
H30 4.599 3.841 -3.613  0.301
H31 3.437 4.336 -0.815  0.224
H32 4.520 3.025 -1.234  0.348
H33 2.825 2.166 -2.895  -0.295
H34 1.691 3.394 -2.347  0.627
H35 0.310 2.537 0.608  -0.998
H36 1.305 3.845 -0.043  0.998
H37 3.175 3.113 1.521  0.548
H38 2.110 1.904 2.179  0.017
H39 1.588 4.937 2.258  0.405
H40 2.082 3.947 3.631  0.380
H41 0.493 3.721 2.906  0.292

Values from the calculation:
Energy above the lowest of the compared OMol25 structures with the same formula, charge and spin: 42.5 kJ/mol
E_HOMO (alpha / beta): -5.917 / -7.274 eV
Multiplicity: 2
E_tot: -91259.53909 eV

---

(2)
ORCA calculation (the ωB97M-V functional and the def2-TZVPD basis) on C2Br4S2 as an isolated structure at a distorted geometry.

Last column: Mulliken charge in e.
Element x y z (Å)
C1 -0.954 0.714 -1.997  0.094
C2 0.750 -0.923 2.056  0.109
S1 -1.224 -0.867 -2.250  -0.092
S2 -0.850 -1.144 1.956  -0.101
Br1 0.784 1.510 -1.821  0.007
Br2 -2.256 2.131 -2.106  -0.009
Br3 1.667 0.566 2.968  -0.026
Br4 2.083 -1.988 1.193  0.019

Values from the calculation:
Energy above the lowest of the compared OMol25 structures with the same formula, charge and spin: 60.1 kJ/mol
E_HOMO: -9.618 eV
E_tot: -303912.46287 eV

---

(3)
ORCA calculation (the ωB97M-V functional and the def2-TZVPD basis) on C17H37N5P2STl as an isolated structure at a distorted geometry.

Last column: Mulliken charge in e.
Element x y z (Å)
Tl1 -0.528 -0.135 0.983  0.956
C1 2.525 -3.920 -1.451  -1.260
P1 2.810 -2.119 -1.226  0.637
C2 4.617 -2.134 -0.829  -1.235
C3 2.953 -1.665 -3.036  -0.215
C4 3.732 -2.235 -4.072  0.198
C5 3.756 -1.595 -5.336  -0.607
C6 3.147 -0.393 -5.509  -0.628
C7 2.347 0.171 -4.527  -0.458
C8 2.234 -0.444 -3.268  -0.152
P2 0.914 -0.095 -1.994  0.378
C9 -0.474 -0.925 -2.952  -1.066
C10 0.512 1.734 -2.394  -1.011
H1 1.833 -4.340 -0.694  0.304
H2 3.493 -4.516 -1.200  0.291
H3 2.152 -4.156 -2.443  0.382
H4 4.947 -3.178 -0.735  0.346
H5 4.758 -1.557 0.108  0.299
H6 5.120 -1.608 -1.659  0.380
H7 4.261 -3.196 -3.887  0.364
H8 4.350 -2.023 -6.148  0.367
H9 3.182 0.145 -6.466  0.347
H10 1.791 1.075 -4.705  0.315
H11 -1.372 -0.965 -2.341  0.368
H12 -0.156 -1.984 -3.142  0.365
H13 -0.750 -0.467 -3.949  0.326
H14 0.057 1.795 -3.443  0.267
H15 1.320 2.468 -2.166  0.347
H16 -0.362 1.945 -1.681  0.169
N1 -4.715 2.191 1.611  -0.415
N2 -5.134 2.921 0.470  -0.152
C11 -4.347 2.804 -0.607  0.105
N3 -4.596 3.604 -1.665  -0.391
S1 -3.100 1.568 -0.741  -0.321
H17 -4.499 1.262 1.216  0.209
H18 -5.528 2.187 2.242  0.273
H19 -5.597 3.827 0.716  0.269
H20 -5.379 4.235 -1.626  0.198
H21 -4.174 3.306 -2.558  0.240
C12 -1.305 2.916 2.309  -1.101
N4 -0.736 1.650 2.714  0.263
C13 0.717 1.811 2.929  -1.265
C14 -1.299 1.161 4.003  -1.133
C15 -0.726 -0.197 4.444  -0.739
N5 -0.720 -1.236 3.423  0.345
C16 0.413 -2.205 3.499  -1.070
C17 -1.991 -1.944 3.245  -1.165
H22 -1.401 3.648 3.130  0.327
H23 -2.240 2.684 1.952  0.423
H24 -0.824 3.424 1.470  0.327
H25 0.924 2.215 3.949  0.292
H26 1.001 2.488 2.129  0.413
H27 1.209 0.888 2.780  0.511
H28 -2.338 1.271 4.123  0.613
H29 -0.904 1.870 4.759  0.465
H30 -1.429 -0.388 5.337  0.238
H31 0.347 -0.005 4.806  0.370
H32 0.587 -2.582 4.536  0.309
H33 1.354 -1.681 3.207  0.332
H34 0.285 -2.963 2.716  0.361
H35 -2.256 -2.505 4.164  0.388
H36 -1.930 -2.642 2.444  0.414
H37 -2.838 -1.265 3.038  0.293

Values from the calculation:
Energy above the lowest of the compared OMol25 structures with the same formula, charge and spin: 168.7 kJ/mol
E_HOMO: -9.578 eV
Charge: +1
E_tot: -59778.15664 eV

---

(4)
ORCA calculation (the ωB97M-V functional and the def2-TZVPD basis) on C42H59F11HgNO20S as an isolated structure at a distorted geometry.

Last column: Mulliken charge in e.
Element x y z (Å)
Hg1 4.169 0.131 6.702  0.621
C1 1.085 -0.378 -0.425  0.651
F1 1.795 0.698 -0.764  -0.199
F2 0.031 -0.403 -1.207  -0.196
F3 1.803 -1.493 -0.623  -0.182
S1 0.470 -0.113 1.454  1.077
O1 -0.382 1.060 1.438  -0.419
O2 -0.165 -1.423 1.722  -0.418
O3 1.645 0.069 2.296  -0.387
C2 -1.209 0.039 -13.207  -0.806
C3 -2.446 -0.493 -14.054  0.913
C4 -2.225 -0.135 -15.563  0.061
F4 -3.113 -0.643 -16.442  -0.245
F5 -2.126 1.210 -15.676  -0.271
F6 -2.563 -1.859 -14.078  -0.301
F7 -3.622 0.035 -13.772  -0.288
O4 -1.285 -0.434 -11.851  -0.364
C5 -0.030 -0.702 -11.182  0.906
C6 -0.252 -0.971 -9.692  0.152
F8 -1.129 -1.872 -9.375  -0.227
F9 0.915 -1.237 -9.159  -0.261
F10 0.539 -1.762 -11.792  -0.277
F11 0.770 0.367 -11.327  -0.272
H1 -1.141 1.126 -13.217  0.357
H2 -0.288 -0.299 -13.683  0.403
H3 -1.226 -0.446 -15.868  0.297
H4 -0.577 -0.042 -9.224  0.222
O5 -7.221 5.739 5.144  -0.610
C7 -7.359 4.745 4.408  0.533
O6 -6.368 3.993 4.072  -0.296
C8 -6.632 3.150 2.938  -0.344
C9 -8.132 3.002 3.164  -0.579
C10 -8.587 4.380 3.594  -0.333
H5 -6.062 2.221 2.937  0.290
H6 -6.449 3.629 1.975  0.252
H7 -8.291 2.194 3.878  0.290
H8 -8.682 2.736 2.261  0.326
H9 -9.547 4.362 4.109  0.295
H10 -8.561 5.044 2.731  0.244
O7 2.925 -5.271 5.796  -0.581
C11 2.592 -6.435 5.630  0.487
O8 3.374 -7.282 4.903  -0.322
C12 2.818 -8.559 4.875  -0.371
C13 1.769 -8.535 5.944  -0.578
C14 1.316 -7.074 5.992  -0.299
H11 3.589 -9.195 5.310  0.270
H12 2.444 -8.819 3.885  0.330
H13 2.095 -8.914 6.912  0.322
H14 0.954 -9.135 5.540  0.287
H15 0.917 -6.694 6.933  0.313
H16 0.663 -6.894 5.139  0.219
O9 -0.461 -7.435 -4.828  -0.590
C15 0.561 -7.088 -4.222  0.522
O10 1.700 -6.740 -4.861  -0.330
C16 2.769 -6.506 -3.946  -0.350
C17 2.259 -7.086 -2.624  -0.535
C18 0.736 -6.988 -2.714  -0.377
H17 2.932 -5.436 -3.814  0.270
H18 3.689 -7.051 -4.158  0.296
H19 2.665 -6.503 -1.797  0.314
H20 2.602 -8.109 -2.469  0.279
H21 0.282 -6.090 -2.294  0.238
H22 0.232 -7.772 -2.149  0.263
O11 7.007 -1.446 2.108  -0.612
C19 7.242 -1.880 0.983  0.546
O12 7.033 -1.165 -0.109  -0.328
C20 7.601 -1.822 -1.250  -0.421
C21 8.463 -2.943 -0.711  -0.399
C22 7.818 -3.208 0.594  -0.355
H23 8.133 -1.113 -1.884  0.302
H24 6.735 -2.157 -1.820  0.259
H25 9.487 -2.570 -0.716  0.273
H26 8.384 -3.808 -1.370  0.267
H27 8.487 -3.552 1.383  0.284
H28 7.013 -3.937 0.512  0.250
O13 -1.117 -1.028 7.760  -0.581
C23 -2.335 -1.283 7.801  0.531
O14 -2.862 -2.249 8.674  -0.329
C24 -4.245 -2.509 8.382  -0.355
C25 -4.539 -1.681 7.158  -0.540
C26 -3.462 -0.602 7.079  -0.329
H29 -4.874 -2.220 9.224  0.285
H30 -4.390 -3.573 8.196  0.254
H31 -5.580 -1.359 7.129  0.376
H32 -4.322 -2.351 6.327  0.239
H33 -3.753 0.276 7.654  0.245
H34 -3.108 -0.286 6.098  0.270
O15 6.894 8.546 2.737  -0.584
C27 6.888 7.513 2.035  0.484
O16 6.183 6.401 2.269  -0.329
C28 6.540 5.346 1.427  -0.296
C29 7.406 5.976 0.314  -0.504
C30 7.822 7.324 0.866  -0.325
H35 5.671 4.948 0.905  0.265
H36 7.075 4.502 1.863  0.265
H37 6.834 6.006 -0.613  0.254
H38 8.230 5.292 0.112  0.296
H39 7.652 8.114 0.135  0.242
H40 8.827 7.475 1.262  0.273
O17 -8.609 -2.947 0.066  -0.598
C31 -7.686 -3.633 -0.440  0.532
O18 -7.171 -3.311 -1.695  -0.328
C32 -6.156 -4.219 -2.103  -0.364
C33 -5.719 -4.774 -0.737  -0.562
C34 -6.980 -4.863 0.136  -0.379
H41 -5.309 -3.795 -2.643  0.315
H42 -6.578 -5.010 -2.723  0.256
H43 -4.900 -4.184 -0.328  0.259
H44 -5.196 -5.716 -0.901  0.352
H45 -6.782 -4.856 1.208  0.268
H46 -7.571 -5.768 -0.006  0.250
O19 1.504 4.824 7.071  -0.586
C35 0.541 5.562 7.353  0.555
O20 0.039 5.741 8.616  -0.337
C36 -1.101 6.605 8.650  -0.341
C37 -1.051 7.329 7.321  -0.499
C38 -0.341 6.359 6.396  -0.377
H47 -1.044 7.371 9.424  0.300
H48 -1.935 5.903 8.667  0.284
H49 -0.528 8.281 7.411  0.291
H50 -2.017 7.501 6.845  0.293
H51 0.338 6.787 5.659  0.284
H52 -1.012 5.686 5.861  0.262
C39 1.379 8.432 -2.274  -1.048
C40 1.098 6.903 -1.965  -0.496
C41 -0.177 6.360 -2.689  -0.330
C42 -0.297 6.658 -4.112  0.211
N1 -0.433 6.934 -5.243  -0.428
H53 2.301 8.792 -1.817  0.335
H54 0.519 8.970 -1.876  0.281
H55 1.369 8.524 -3.361  0.329
H56 0.921 6.656 -0.919  0.294
H57 1.998 6.328 -2.184  0.321
H58 -1.090 6.706 -2.204  0.272
H59 -0.135 5.275 -2.603  0.259

Values from the calculation:
E_HOMO: -11.517 eV
Charge: +1
E_tot: -131836.20010 eV

---

(5)
ORCA calculation (the ωB97M-V functional and the def2-TZVPD basis) on an isolated ion of composition C2H8N3 and charge +1 at a distorted geometry.

Last column: Mulliken charge in e.
Element x y z (Å)
N1 -2.064 0.219 0.166  -0.563
C1 -0.819 0.022 -0.361  0.109
C2 0.081 -1.280 0.144  -0.594
N2 0.337 0.172 0.568  -0.362
N3 1.615 0.565 0.008  -0.149
H1 -2.067 0.362 1.199  0.276
H2 -2.430 1.066 -0.327  0.290
H3 -0.743 0.360 -1.316  0.441
H4 -0.370 -1.902 0.860  0.289
H5 0.740 -1.713 -0.614  0.249
H6 1.607 1.508 -0.412  0.365
H7 1.910 -0.013 -0.713  0.327
H8 2.204 0.634 0.799  0.322

Values from the calculation:
Energy above the lowest of the compared OMol25 structures with the same formula, charge and spin: 425.5 kJ/mol
E_HOMO: -13.583 eV
Charge: +1
E_tot: -6664.21887 eV
SMILES: N[C@@H]1CN1[NH3+]

---

(6)
ORCA calculation (the ωB97M-V functional and the def2-TZVPD basis) on a single C2HBrN2S2 molecule at a distorted geometry.

Last column: Mulliken charge in e.
Element x y z (Å)
C1 -1.113 -0.096 0.662  -0.125
C2 1.112 0.245 0.081  0.143
N1 -0.411 -2.015 -0.289  -0.195
N2 -0.161 0.643 0.183  -0.063
S1 2.495 1.136 0.105  -0.204
S2 1.026 -1.749 -0.178  0.248
Br1 -2.791 0.389 -0.063  -0.119
H1 -0.159 1.446 -0.502  0.316

Values from the calculation:
Energy above the lowest of the compared OMol25 structures with the same formula, charge and spin: 493.6 kJ/mol
E_HOMO (alpha / beta): -8.482 / -8.481 eV
E_tot: -96777.72690 eV